No. 1
The following is a DFT calculation (wB97M-V/def2-TZVPD) of 4 unconnected molecules or ions with the total composition C17H40BNO7.

Geometry (Å):
H: -3.23153 -1.23478 3.03521
H: 7.68719 -0.53513 1.26932
H: 1.88418 0.09166 -4.89891
C: -3.66154 -1.35246 2.03979
C: -5.15104 -1.05190 2.09507
H: 0.25927 -0.47892 -5.22694
B: 1.39159 -1.46631 -2.91191
H: -3.85530 -3.50987 2.16881
H: 5.51344 -1.22227 1.45148
C: -5.85663 3.43871 2.11956
H: 0.05115 1.83336 -5.65111
H: 7.77340 -0.98091 -0.43335
H: 0.04276 -2.82056 -3.12631
O: 1.78838 -2.81408 -0.09311
O: -6.63337 2.26649 2.36764
H: -0.72084 0.39405 1.98056
H: 2.04511 2.62241 0.69547
C: 0.35602 1.58162 -4.64177
C: 7.47654 -1.32077 0.55056
H: -3.90040 3.94729 1.32916
H: -5.32150 -0.03934 2.46183
H: -3.34572 -0.46931 0.32977
H: 8.07016 -2.18029 0.84418
H: -7.58424 4.67290 1.71957
C: -3.38380 -2.75942 1.53305
H: 5.88494 -2.74940 0.69868
H: -4.68214 2.57753 0.52418
H: 4.12163 -3.58124 -0.03842
H: -5.68414 3.88308 3.10035
O: 0.73756 -0.29425 -3.21009
H: -6.80285 1.84487 1.51979
C: 0.84927 0.14771 -4.55969
H: -5.67567 -1.75180 2.74663
C: 0.06595 0.78547 1.34178
C: 2.66703 -2.55304 -0.89671
H: 3.24310 2.06291 1.87553
H: 4.42361 -0.49899 -2.71535
H: -2.31103 -2.95119 1.50370
C: -4.52248 3.06556 1.48992
C: 5.98528 -1.67119 0.58312
C: -6.63385 4.41649 1.25140
C: 2.64961 -1.49834 -1.97014
C: 4.07425 -1.51133 -2.56101
C: 2.38492 1.76170 1.27358
H: 0.97747 1.97810 2.88008
H: -0.34035 1.61695 0.76301
H: -0.50432 1.66897 -3.98480
H: -3.97702 2.36466 2.12143
H: 1.12127 2.26420 -4.28965
C: 1.27298 1.21521 2.15836
H: 2.72570 0.99132 0.57475
H: -5.58974 -1.11926 1.09429
H: -6.85433 3.96771 0.27882
H: 0.34859 -0.01261 0.64810
O: 0.92497 -2.65664 -3.46278
C: 4.88455 -2.22539 -1.46938
H: -3.76991 -2.87901 0.51660
O: 1.75747 0.11869 2.93553
H: 4.08842 -2.04190 -3.50740
O: 5.31036 -1.22396 -0.58304
H: 2.55439 -0.56892 -1.39491
O: -2.99251 -0.39178 1.22097
H: 2.00973 -0.57998 2.32268
H: 5.71931 -2.75310 -1.92950
N: 3.93313 -3.16417 -0.94271
H: -6.06845 5.33418 1.08470

Atoms 1-3, force components in eV/Å:
0.07 0.07 -0.01
0.12 0.21 -0.04
0.17 -0.07 0.02

Summary:
HOMO energy	-9.787	eV
SMILES string	CCOB(O)[C@@H]1C[C@@H](OCC)NC1=O.CC(C)O.CC(C)O.CC(C)O
relative energy (zero: lowest compared OMol25 entry of this formula, charge and spin)	0.0	kJ/mol

=====

No. 2
The following is a DFT calculation (wB97M-V/def2-TZVPD) of a molecular structure, C17H40Br8O9S3.

Geometry (Å):
Br: -1.01114 -0.13129 2.89071
H: 0.62013 -6.37544 2.99387
H: -1.73045 -2.15067 4.20360
H: 4.55245 1.77340 -2.37515
C: -5.84812 4.28340 0.15757
C: -0.77718 -1.80658 3.80239
C: 1.34371 -6.03997 2.25091
Br: 1.79278 -4.98477 -0.45877
S: -4.50280 2.25797 1.18890
S: 5.80017 0.38459 0.58728
C: -1.30052 -0.84270 -0.48054
H: -2.66192 0.90294 0.87869
O: 0.55816 -3.14034 -1.75047
H: 0.88534 0.00185 -4.40936
H: 2.87109 -1.70020 -0.77156
C: 4.11059 0.77698 -2.37239
H: -0.93639 1.21661 0.18678
C: 7.07534 -1.07765 0.79348
H: 0.12720 1.38094 -1.81281
C: 0.60779 0.00280 -3.35528
O: 5.03738 -0.29251 -0.72913
C: -1.31568 3.75521 -1.11245
H: -7.86085 4.78963 -0.56226
H: -0.38654 4.38377 0.71304
O: -4.99950 3.12708 -0.13987
H: -4.05316 0.27826 -0.06453
C: 2.26271 -1.82180 0.12465
C: -0.23075 -2.80499 2.78242
H: -7.14705 3.39515 -1.28528
Br: 1.15115 2.37529 -0.14488
H: -1.26818 2.85252 0.74549
C: -7.26801 3.90505 -0.32953
C: 0.60225 -5.37959 1.05113
H: 7.49601 -1.27612 -0.19228
H: 4.71334 0.20244 -3.07572
Br: -1.54093 1.97294 -3.73202
H: 3.15845 1.00139 -2.85321
C: 3.90092 0.41090 -1.04197
H: 1.99590 -5.32617 2.75416
H: 1.98771 -0.92088 0.67311
O: -5.72340 1.57379 1.65023
H: 0.71870 -2.49422 2.34644
O: 6.48378 1.60771 0.04836
H: 3.02940 -0.22410 -1.20113
H: 7.81302 -0.75700 1.52910
O: 0.07271 -0.98518 -0.60953
H: -2.58157 0.84514 -0.38921
H: -1.60227 2.97936 -1.82239
H: 2.72580 -2.55157 0.78879
H: -5.72658 4.89569 1.05111
H: -0.04870 -4.51148 1.15480
H: -0.18212 -0.74468 -3.28163
H: -7.76921 3.24475 0.37821
H: -0.16838 -1.52484 4.66151
H: -0.04160 -6.06485 0.49980
Br: 0.26429 -4.51597 3.80148
C: -3.47834 1.16416 0.20539
H: 1.04640 2.09590 -3.02985
H: -1.32497 1.15890 -1.50025
C: 0.21469 1.40363 -2.89906
O: -3.65212 3.20011 1.98527
Br: 2.13452 -0.48946 -2.16083
H: -3.02361 1.78917 -0.56317
Br: 2.32850 -7.60801 1.65044
H: -5.49197 5.09649 -0.47501
Br: -0.23584 5.16451 -2.08872
H: -1.97259 -1.33669 -1.18225
H: -0.95747 -3.03612 2.00360
S: 0.61071 -2.52531 -0.43540
C: -1.51894 0.66268 -0.54935
H: -1.69765 -1.17172 0.47974
C: -0.52495 3.43279 0.19869
O: -0.10533 -3.17696 0.69833
H: -2.25566 4.23743 -0.84413
H: 3.56727 1.31802 -0.53808
H: 6.44869 -1.92663 1.06670
O: 4.81340 0.41509 1.64324

Atoms 1-3, force components in eV/Å:
-0.20 0.72 -0.17
0.63 -1.09 -0.97
-0.06 0.19 -0.24

Summary:
HOMO energy	-8.721	eV
relative energy (zero: lowest compared OMol25 entry of this formula, charge and spin)	2027.5	kJ/mol

=====

No. 3
The following is a DFT calculation (wB97M-V/def2-TZVPD) of 4 unconnected molecules or ions with the total composition C17H40FNO6P.

Geometry (Å):
H: 1.08126 -0.14733 -3.97602
O: -3.26547 2.15076 -6.27866
H: 1.54768 -1.37549 6.96854
C: 0.65545 0.61116 10.31826
P: 1.92180 -0.91276 3.38826
H: -1.13145 0.86728 -4.62798
H: 4.13411 -1.97448 0.20649
C: 0.69736 -2.42734 0.09959
C: 1.00521 2.00792 9.83369
C: 1.36150 -1.15166 8.01894
H: -5.20345 4.07756 -6.93464
H: -0.72575 -0.79785 7.68698
O: 2.32717 0.22067 2.34690
H: -4.84095 1.60809 -5.16037
C: 0.11761 -0.29063 8.16037
H: 1.61813 0.88881 2.33423
H: 1.63753 2.51273 10.56373
C: 0.15065 -0.72621 -3.94145
H: -6.44088 3.28046 -5.96816
N: 2.63023 -2.74212 1.39964
H: 0.11061 -2.50844 3.38742
O: -0.27993 -0.06449 9.49465
C: -4.45561 2.52487 -5.60801
O: 3.04821 -1.69588 3.83921
H: 0.90531 -3.84547 1.74144
C: 1.95019 -1.75967 -0.50609
C: -0.88008 -0.15796 -4.89903
H: 0.10028 2.59831 9.68410
H: 2.18243 -0.71539 -5.84385
C: 0.61743 -1.91450 2.64171
H: -0.07159 -1.66784 0.03886
O: 1.25096 -0.16408 4.62228
H: -0.22187 -0.64919 -2.91701
H: 2.24726 -0.65176 8.41267
H: 0.33861 0.08798 4.38972
H: 0.20910 -2.23939 -6.20399
O: 0.42251 -2.10541 -4.14724
C: 1.16456 -2.82581 1.50215
C: 2.27606 -1.79737 -5.74069
H: 3.19728 -3.12337 2.15984
H: -0.51330 -0.14670 -5.92550
H: -2.91756 4.84621 -5.56406
C: -5.51533 3.11770 -6.52050
H: -5.71765 2.44756 -7.35664
H: -4.23071 3.20788 -4.78040
H: 2.13272 -2.34719 -1.41199
H: 1.24453 -2.08933 8.56379
H: 1.54626 1.98575 8.88580
H: 0.18653 0.67836 11.29935
H: -1.50307 3.87079 -5.17827
H: -3.16876 3.60969 -7.74547
H: 0.34884 -3.28469 -0.45022
C: -2.56435 3.19282 -6.93298
C: 3.08906 -2.14763 0.38663
H: 1.07014 -3.53515 -5.40186
C: 0.94364 -2.45270 -5.42201
H: -1.70122 2.71716 -7.39997
H: -1.79076 -0.75680 -4.88327
F: 1.86004 -0.45743 -0.76817
C: -2.08508 4.29210 -5.99999
H: 0.24663 0.66314 7.63228
H: -0.12005 -1.24901 2.21015
H: 3.00006 -1.99160 -4.94682
H: 2.67212 -2.18570 -6.67839
H: -1.46256 5.00327 -6.54298
H: 1.56038 0.00681 10.44500

Atoms 1-3, force components in eV/Å:
-0.02 0.03 -0.06
0.11 -0.21 0.05
0.01 0.00 0.00

Summary:
HOMO energy	-11.237	eV
total charge	+1

=====

Number 1: Kohn-Sham gap 0.3773 hartree. Number 2: Kohn-Sham gap 0.3239 hartree. Number 3: Kohn-Sham gap 0.2462 hartree.